{
  "formula": "C25H58FO12PS",
  "method": "ωB97M-V/def2-TZVPD",
  "homo_lumo_gap_ev": 9.1,
  "multiplicity": 1,
  "e_homo_ev": -8.703,
  "de_lowest_ev": 0.4924,
  "fmax_ev_per_a": 1.4,
  "symbols": ["O", "S", "O", "O", "C", "C", "C", "C", "P", "C", "C", "C", "F", "H", "H", "H", "H", "H", "H", "H", "H", "H", "H", "H", "H", "H", "H", "H", "H", "C", "O", "C", "C", "O", "C", "C", "O", "C", "H", "H", "H", "H", "H", "H", "H", "H", "H", "H", "H", "H", "H", "H", "C", "O", "C", "C", "O", "C", "C", "O", "C", "H", "H", "H", "H", "H", "H", "H", "H", "H", "H", "H", "H", "H", "H", "C", "O", "C", "C", "O", "C", "C", "O", "C", "H", "H", "H", "H", "H", "H", "H", "H", "H", "H", "H", "H", "H", "H"],
  "xyz": [[-1.4344, 2.3343, -3.2190], [-1.6025, 2.5509, -4.6048], [-0.4921, 3.0102, -5.3419], [-2.0936, 1.1650, -5.2475], [-2.9972, 3.6278, -4.8531], [-2.6144, 5.0755, -4.5672], [-2.8123, 6.0468, -5.7290], [-4.1091, 5.8379, -6.5333], [-3.9655, 4.9110, -8.1342], [-3.2360, 6.0929, -9.3615], [-1.8272, 5.7854, -9.8644], [-0.7463, 5.8015, -8.8088], [-0.6015, 4.5758, -8.1806], [-2.7866, 1.3865, -5.8976], [-3.3739, 3.4472, -5.8493], [-3.7350, 3.2993, -4.1402], [-3.1580, 5.4116, -3.6970], [-1.5690, 5.1140, -4.2951], [-2.8625, 7.0318, -5.2830], [-1.9358, 6.0500, -6.3577], [-4.4868, 6.8081, -6.8121], [-4.8426, 5.3347, -5.9203], [-2.9251, 4.0016, -7.8735], [-3.2995, 7.1185, -9.0292], [-3.8827, 6.0341, -10.2238], [-1.7988, 4.8157, -10.3380], [-1.5627, 6.5475, -10.5886], [-0.9283, 6.5875, -8.0843], [0.2010, 6.0382, -9.2829], [-0.5843, 5.5874, 4.7795], [-0.6618, 4.7327, 3.6632], [-1.5832, 3.6718, 3.8606], [-2.0392, 3.0967, 2.5398], [-3.0311, 3.8691, 1.8765], [-2.6005, 5.0605, 1.2347], [-1.8432, 4.8139, -0.0515], [-0.5031, 4.4474, 0.2133], [0.0732, 3.7405, -0.8678], [-0.2281, 5.0506, 5.6668], [0.1214, 6.3806, 4.5397], [-1.5597, 6.0403, 4.9949], [-2.4575, 4.0262, 4.4200], [-1.0847, 2.8819, 4.4397], [-2.5254, 2.1417, 2.7526], [-1.1935, 2.8947, 1.8802], [-2.0292, 5.6968, 1.9129], [-3.5214, 5.5908, 0.9801], [-1.8395, 5.7373, -0.6517], [-2.3499, 4.0237, -0.6199], [-0.4753, 2.8195, -1.0690], [1.0964, 3.4887, -0.5934], [0.0895, 4.3561, -1.7742], [1.6852, -4.0518, 5.0524], [0.7195, -3.3870, 4.2678], [-0.3261, -2.8383, 5.0490], [-1.0325, -1.7285, 4.3039], [-0.3348, -0.4912, 4.3130], [0.8011, -0.3759, 3.4655], [0.4612, -0.2241, 2.0009], [0.1363, -1.4746, 1.4186], [-0.6375, -1.3295, 0.2485], [1.2434, -4.9009, 5.5863], [2.4598, -4.4231, 4.3849], [2.1440, -3.3627, 5.7715], [0.0697, -2.4426, 5.9923], [-1.0490, -3.6359, 5.2737], [-1.9678, -1.5260, 4.8310], [-1.2843, -2.0351, 3.2872], [1.5014, -1.1975, 3.6250], [1.2938, 0.5457, 3.7835], [1.3295, 0.1887, 1.4682], [-0.3809, 0.4718, 1.9008], [-1.5842, -0.8200, 0.4649], [-0.8552, -2.3262, -0.1301], [-0.0935, -0.7677, -0.5195], [5.6158, -10.9627, 5.1461], [4.6950, -10.2532, 4.3500], [3.6509, -9.6779, 5.1162], [3.0011, -8.5323, 4.3737], [3.7393, -7.3191, 4.4187], [4.9064, -7.2378, 3.6113], [4.6242, -7.0854, 2.1337], [4.2877, -8.3320, 1.5498], [3.5698, -8.1820, 0.3463], [5.1325, -11.8025, 5.6592], [6.3911, -11.3500, 4.4881], [6.0830, -10.3029, 5.8869], [4.0386, -9.3111, 6.0742], [2.8956, -10.4523, 5.3115], [2.0615, -8.3056, 4.8828], [2.7608, -8.8132, 3.3471], [5.5791, -8.0758, 3.8006], [5.4118, -6.3280, 3.9428], [5.5245, -6.6994, 1.6351], [3.8073, -6.3666, 1.9961], [2.6295, -7.6436, 0.5143], [3.3408, -9.1774, -0.0288], [4.1633, -7.6469, -0.4042]],
  "lowdin_charge": [-0.267, 0.556, -0.251, -0.146, -0.236, -0.210, -0.239, -0.412, 0.905, -0.418, -0.241, -0.235, -0.064, 0.089, 0.053, 0.109, 0.113, 0.103, 0.105, 0.076, 0.062, 0.063, -0.067, 0.075, 0.051, 0.110, 0.109, 0.104, 0.114, -0.117, -0.196, -0.199, -0.185, -0.126, -0.183, -0.211, -0.195, -0.104, 0.088, 0.087, 0.087, 0.128, 0.127, 0.127, 0.115, 0.122, 0.125, 0.126, 0.127, 0.066, 0.090, 0.085, -0.106, -0.197, -0.209, -0.184, -0.135, -0.178, -0.203, -0.196, -0.108, 0.089, 0.081, 0.089, 0.127, 0.128, 0.126, 0.123, 0.122, 0.127, 0.131, 0.113, 0.088, 0.087, 0.088, -0.115, -0.198, -0.207, -0.182, -0.136, -0.182, -0.206, -0.198, -0.113, 0.088, 0.087, 0.088, 0.128, 0.128, 0.126, 0.123, 0.122, 0.127, 0.129, 0.127, 0.089, 0.087, 0.088]
}